Computed, not measured: C35H31F6N7RuSbSe as an isolated structure, with ωB97M-V with the def2-TZVPD basis set.

Output
Kohn-Sham gap (spin up / spin down) ... 6.6 / 6.5 eV
DFT total energy ... -5071.56007 Ha
Multiplicity ... 2
Total charge ... 0
Relative energy (zero: lowest compared OMol25 entry of this formula, charge and spin) ... 0.0 kJ/mol

Geometry (Å):
Ru  0.29  -0.53  0.24
C  -6.46  -0.54  -1.48
C  -5.15  -0.22  -0.81
C  -4.71  1.09  -0.67
C  -3.46  1.38  -0.18
C  -2.58  0.38  0.24
N  -1.28  0.68  0.63
C  -1.04  1.84  1.35
C  -1.85  2.25  2.42
C  -1.51  3.31  3.23
C  -0.32  4.02  3.04
C  0.09  5.12  3.98
C  0.47  3.66  1.97
C  0.11  2.61  1.12
N  0.91  2.39  -0.04
C  1.45  3.33  -0.83
C  2.14  2.70  -1.83
C  1.96  1.34  -1.59
N  1.22  1.16  -0.50
C  -3.05  -0.93  0.17
C  -4.30  -1.22  -0.39
N  -2.30  -2.04  0.68
C  -2.83  -3.17  1.19
C  -1.80  -4.04  1.46
C  -0.65  -3.36  1.07
N  -0.96  -2.15  0.60
H  -7.22  0.20  -1.23
H  -6.84  -1.52  -1.17
H  -6.34  -0.55  -2.56
H  -5.34  1.91  -1.01
H  -3.11  2.41  -0.16
H  -2.75  1.68  2.62
H  -2.15  3.57  4.06
H  -0.77  5.64  4.39
H  0.73  5.85  3.49
H  0.66  4.71  4.83
H  1.40  4.19  1.77
H  1.27  4.38  -0.64
H  2.66  3.15  -2.66
H  2.26  0.48  -2.17
H  -4.59  -2.26  -0.52
H  -3.89  -3.26  1.34
H  -1.87  -5.03  1.87
H  0.39  -3.65  1.10
C  3.08  -3.03  2.50
N  3.60  -1.79  1.98
C  3.36  -1.30  0.75
Se  2.32  -2.06  -0.59
N  3.90  -0.07  0.68
C  4.40  0.30  1.92
C  4.97  1.47  2.39
C  5.33  1.50  3.73
C  5.13  0.39  4.56
C  4.57  -0.78  4.09
C  4.21  -0.81  2.75
H  2.85  -3.69  1.67
H  2.17  -2.84  3.08
H  3.83  -3.49  3.14
H  3.75  0.53  -0.11
H  5.11  2.33  1.75
H  5.76  2.40  4.14
H  5.42  0.46  5.60
H  4.40  -1.63  4.74
C  0.84  -0.44  1.89
C  0.38  -0.17  3.23
C  1.10  0.73  4.03
C  0.66  1.03  5.31
C  -0.46  0.40  5.83
C  -1.16  -0.52  5.05
C  -0.76  -0.80  3.76
H  1.99  1.20  3.62
H  1.21  1.75  5.91
H  -0.79  0.63  6.83
H  -2.04  -1.01  5.46
H  -1.32  -1.49  3.15
F  -0.46  -0.82  -1.94
Sb  -1.08  0.11  -3.54
F  -1.02  1.70  -2.50
F  0.73  0.37  -4.00
F  -1.66  1.04  -5.06
F  -1.06  -1.55  -4.42
F  -2.85  -0.21  -2.98

These are the Löwdin partial charges, in e, on atoms 1 to 2:
1. Ru 1.09
2. C -0.05


Computed, not measured: a 6-piece molecular cluster, C35H32BN8O14 overall at a distorted geometry, with ωB97M-V with the def2-TZVPD basis set.

Output
Kohn-Sham gap ... 5.8 eV
DFT total energy ... -2868.77124 Ha
Total charge ... -1

Geometry (Å):
N  0.34  -0.07  2.58
C  1.23  -0.51  3.15
O  2.16  -1.09  3.91
C  2.33  -2.52  3.61
C  1.32  -3.25  2.67
N  1.55  -2.98  1.20
O  2.24  -3.13  4.88
B  3.60  -3.13  5.53
O  4.43  -3.56  4.36
C  3.93  -2.70  3.37
N  4.46  -2.84  1.97
C  5.30  -1.95  1.84
O  5.99  -1.02  1.77
H  0.25  -3.01  2.88
H  1.42  -4.37  2.77
H  1.97  -3.79  0.76
H  2.16  -2.18  1.08
H  3.77  -1.95  5.77
H  3.77  -3.81  6.48
H  4.34  -1.69  3.73
C  -1.68  3.07  1.01
C  -1.23  1.84  0.55
C  -1.29  1.54  -0.81
C  -1.80  2.49  -1.69
C  -2.25  3.73  -1.24
C  -2.18  4.01  0.12
N  -1.84  2.20  -3.13
O  -1.46  1.10  -3.49
O  -2.26  3.07  -3.88
H  -1.62  3.30  2.07
H  -0.84  1.10  1.24
H  -0.95  0.58  -1.16
H  -2.64  4.47  -1.92
H  -2.53  4.97  0.49
C  9.49  1.58  1.39
C  8.71  0.79  2.23
C  9.15  0.50  3.51
C  10.37  1.01  3.94
C  11.15  1.80  3.11
C  10.71  2.08  1.83
N  10.83  0.73  5.31
O  10.14  0.03  6.01
O  11.89  1.23  5.66
H  9.13  1.81  0.39
H  7.76  0.40  1.88
H  8.55  -0.12  4.16
H  12.11  2.19  3.44
H  11.31  2.69  1.16
C  -5.52  2.58  -4.92
C  -4.53  1.91  -5.62
C  -4.87  0.90  -6.51
C  -6.21  0.58  -6.70
C  -7.21  1.25  -6.00
C  -6.85  2.25  -5.10
N  -6.58  -0.46  -7.67
O  -5.68  -1.03  -8.25
O  -7.76  -0.69  -7.83
H  -5.24  3.37  -4.22
H  -3.49  2.17  -5.47
H  -4.09  0.38  -7.05
H  -8.25  1.01  -6.13
H  -7.62  2.78  -4.55
C  -6.04  3.45  -9.47
C  -7.34  2.97  -9.54
C  -8.35  3.78  -10.03
C  -8.05  5.07  -10.45
C  -6.75  5.56  -10.37
C  -5.75  4.74  -9.87
N  -9.11  5.92  -10.99
O  -10.24  5.47  -11.02
O  -8.80  7.04  -11.37
H  -5.25  2.81  -9.09
H  -7.57  1.96  -9.22
H  -9.37  3.40  -10.09
H  -6.51  6.57  -10.69
H  -4.73  5.11  -9.81
C  0.02  -7.68  9.69
C  0.08  -7.13  8.42
C  0.82  -5.97  8.20
C  1.49  -5.38  9.26
C  1.43  -5.92  10.53
C  0.69  -7.08  10.75
N  2.28  -4.17  9.02
O  2.29  -3.72  7.89
O  2.89  -3.69  9.97
H  -0.55  -8.59  9.86
H  -0.44  -7.60  7.60
H  0.86  -5.54  7.20
H  1.95  -5.46  11.36
H  0.64  -7.51  11.74

These are the Löwdin partial charges, in e, on atoms 1 to 2:
1. N 0.17
2. C -0.29


Computed, not measured: C35H32BrCl2F6N2O7P3Sr as an isolated structure at a distorted geometry, with ωB97M-V with the def2-TZVPD basis set.

Output
Kohn-Sham gap ... 6.2 eV
DFT total energy ... -7137.93760 Ha
Total charge ... -2
Relative energy (zero: lowest compared OMol25 entry of this formula, charge and spin) ... 122.8 kJ/mol

Geometry (Å):
Sr  -0.19  -0.24  1.42
F  5.33  -5.54  0.13
C  4.52  -4.60  -0.34
C  3.84  -4.79  -1.53
F  4.01  -5.93  -2.21
C  3.01  -3.79  -2.00
F  2.43  -4.03  -3.19
C  2.80  -2.61  -1.33
P  1.62  -1.26  -1.81
C  2.45  -0.73  -3.36
C  3.45  0.23  -3.21
C  4.15  0.69  -4.31
C  3.85  0.22  -5.58
C  2.84  -0.72  -5.74
C  2.15  -1.19  -4.64
C  0.14  -2.16  -2.40
C  -0.24  -3.43  -1.96
C  -1.46  -3.97  -2.34
C  -2.32  -3.26  -3.15
C  -1.97  -1.98  -3.57
C  -0.75  -1.43  -3.19
C  3.55  -2.41  -0.16
Br  3.57  -0.75  0.77
C  4.39  -3.39  0.33
F  5.11  -3.22  1.44
H  3.65  0.63  -2.23
H  4.92  1.45  -4.17
H  4.39  0.60  -6.44
H  2.59  -1.09  -6.73
H  1.37  -1.93  -4.77
H  0.40  -3.99  -1.29
H  -1.74  -4.95  -1.98
H  -3.28  -3.68  -3.44
H  -2.65  -1.39  -4.18
H  -0.50  -0.42  -3.48
C  -3.22  -0.23  -0.26
C  -3.93  0.62  0.80
C  -3.97  2.06  0.37
C  -4.99  2.54  -0.43
C  -4.97  3.83  -0.93
C  -3.90  4.65  -0.64
C  -2.84  4.22  0.17
C  -1.67  5.15  0.37
C  -1.92  6.27  1.38
C  -2.90  2.92  0.71
N  -1.84  2.38  1.46
C  -1.46  3.00  2.52
C  -0.21  2.76  3.19
C  0.34  3.52  4.22
C  1.66  3.08  4.37
C  1.82  2.08  3.40
N  0.70  1.87  2.69
H  -3.12  -1.27  0.05
H  -2.22  0.17  -0.47
H  -3.75  -0.21  -1.22
H  -3.39  0.52  1.74
H  -4.94  0.25  0.96
H  -5.81  1.87  -0.67
H  -5.78  4.19  -1.56
H  -3.85  5.64  -1.07
H  -1.44  5.60  -0.60
H  -0.79  4.58  0.65
H  -2.76  6.90  1.07
H  -1.04  6.90  1.49
H  -2.16  5.87  2.36
H  -2.07  3.81  2.94
H  -0.17  4.30  4.78
H  2.40  3.43  5.07
H  2.72  1.52  3.20
O  -2.71  -3.15  3.77
P  -1.53  -2.04  3.79
O  -1.21  -1.62  5.15
O  -1.92  -1.03  2.72
O  -0.24  -2.91  3.20
P  0.05  -3.47  1.66
O  -1.46  -3.58  1.07
O  0.70  -4.79  1.64
O  0.69  -2.32  0.91
H  -3.35  -2.90  3.10
H  -1.92  -4.33  1.46
F  0.27  1.27  -2.19
C  0.28  1.59  -0.72
F  1.64  1.96  -0.56
H  -0.25  2.56  -0.79
Cl  1.72  -0.98  5.10
C  3.42  -1.06  4.73
Cl  4.47  -0.34  6.02
H  3.64  -0.51  3.83
H  3.73  -2.09  4.64

These are the Löwdin partial charges, in e, on atoms 1 to 2:
1. Sr 1.34
2. F 0.12


Computed, not measured: C35H32CuN4P2Se2 as an isolated structure at a distorted geometry, with ωB97M-V with the def2-TZVPD basis set.

Output
Kohn-Sham gap (spin up / spin down) ... 8.4 / 7.1 eV
DFT total energy ... -8698.01710 Ha
Multiplicity ... 2
Total charge ... 0

Geometry (Å):
Cu  -0.27  2.24  1.76
Se  1.55  -3.18  -2.25
P  -0.30  -2.85  -1.30
C  -1.62  -2.72  -2.50
C  -1.31  -2.82  -3.86
C  -2.34  -2.69  -4.79
C  -3.63  -2.52  -4.37
C  -3.95  -2.42  -3.03
C  -2.93  -2.48  -2.09
C  -0.74  -4.18  -0.15
C  -1.65  -5.16  -0.55
C  -1.93  -6.22  0.30
C  -1.32  -6.28  1.55
C  -0.44  -5.29  1.95
C  -0.15  -4.22  1.11
C  -0.46  -1.39  -0.20
C  0.26  -0.26  0.13
N  -0.45  0.35  1.10
N  -1.52  -0.34  1.34
N  -1.57  -1.37  0.60
P  1.76  0.60  -0.35
Se  2.17  2.17  1.07
C  1.49  1.32  -1.99
C  1.64  2.70  -2.19
C  1.33  3.24  -3.43
C  0.87  2.45  -4.46
C  0.71  1.10  -4.29
C  1.07  0.52  -3.07
C  3.10  -0.58  -0.40
C  4.07  -0.60  -1.41
C  5.07  -1.57  -1.37
C  5.10  -2.51  -0.34
C  4.14  -2.48  0.67
C  3.15  -1.52  0.65
H  -0.29  -3.02  -4.16
H  -2.11  -2.76  -5.85
H  -4.45  -2.44  -5.09
H  -4.99  -2.26  -2.77
H  -3.20  -2.39  -1.04
H  -2.10  -5.12  -1.53
H  -2.64  -6.99  0.01
H  -1.55  -7.10  2.23
H  0.08  -5.38  2.89
H  0.56  -3.47  1.44
H  1.97  3.34  -1.39
H  1.37  4.32  -3.59
H  0.58  2.89  -5.41
H  0.38  0.47  -5.09
H  1.02  -0.56  -2.97
H  4.02  0.06  -2.27
H  5.82  -1.59  -2.14
H  5.90  -3.25  -0.30
H  4.19  -3.17  1.48
H  2.40  -1.56  1.41
C  0.72  3.04  4.40
N  -0.55  2.52  3.90
C  -0.96  1.36  4.71
C  -1.55  3.58  3.96
C  -1.26  4.60  2.87
C  -1.59  5.94  3.00
C  -1.47  6.82  1.91
C  -0.99  6.31  0.72
C  -0.59  4.97  0.62
C  -0.73  4.12  1.69
H  0.61  3.38  5.46
H  1.06  3.88  3.78
H  1.49  2.27  4.34
H  -1.04  1.61  5.76
H  -0.23  0.58  4.59
H  -1.92  0.98  4.33
H  -1.57  4.03  4.98
H  -2.54  3.14  3.76
H  -1.93  6.34  3.98
H  -1.74  7.88  2.00
H  -0.93  6.96  -0.13
H  -0.17  4.59  -0.31

These are the Löwdin partial charges, in e, on atoms 1 to 2:
1. Cu 0.34
2. Se 0.38


Computed, not measured: a 2-piece molecular cluster, C35H32F2NSi overall at a distorted geometry, with ωB97M-V with the def2-TZVPD basis set.

Output
Kohn-Sham gap ... 3.7 eV
DFT total energy ... -1896.59461 Ha
Total charge ... +1
Relative energy (zero: lowest compared OMol25 entry of this formula, charge and spin) ... 91.8 kJ/mol

Geometry (Å):
F  5.29  2.55  -1.38
C  4.24  2.71  -0.50
C  3.72  3.96  -0.27
C  2.64  4.06  0.63
C  2.08  2.94  1.21
C  2.58  1.62  0.93
C  1.96  0.47  1.52
C  2.52  -0.84  1.69
C  2.01  -1.73  2.69
C  2.57  -2.98  2.91
C  3.66  -3.43  2.14
C  4.16  -2.58  1.18
F  5.22  -2.98  0.39
C  3.62  -1.34  0.93
C  3.72  1.56  0.08
H  4.11  4.83  -0.79
H  2.24  5.05  0.85
H  1.25  3.04  1.92
H  0.99  0.63  1.97
H  1.17  -1.39  3.31
H  2.17  -3.63  3.68
H  4.06  -4.44  2.25
H  4.05  -0.78  0.11
H  4.24  0.65  -0.15
C  0.52  0.78  6.87
C  -0.30  1.47  7.77
C  -1.44  2.16  7.31
C  -1.78  2.14  5.95
Si  -3.31  2.90  5.19
C  -4.48  3.58  6.52
C  -4.79  4.95  6.60
C  -5.56  5.48  7.64
C  -6.06  4.64  8.64
C  -5.80  3.27  8.56
C  -5.02  2.75  7.51
C  -2.89  4.34  4.09
C  -1.66  5.01  4.22
C  -1.31  6.01  3.30
C  -2.19  6.36  2.27
C  -3.43  5.72  2.16
C  -3.78  4.72  3.08
C  -3.89  1.58  3.92
C  -4.76  0.52  4.61
C  -4.60  -0.77  3.76
C  -3.51  -0.46  2.71
N  -2.92  0.84  3.11
C  -0.94  1.43  5.08
C  0.20  0.77  5.51
H  1.41  0.25  7.22
H  -0.06  1.47  8.83
H  -2.06  2.72  8.01
H  -4.40  5.63  5.84
H  -5.77  6.55  7.69
H  -6.65  5.04  9.47
H  -6.19  2.60  9.33
H  -4.83  1.68  7.47
H  -0.98  4.74  5.02
H  -0.35  6.52  3.39
H  -1.92  7.14  1.55
H  -4.11  5.98  1.36
H  -4.76  4.24  3.01
H  -4.52  2.17  3.23
H  -4.39  0.33  5.62
H  -5.80  0.86  4.69
H  -4.30  -1.60  4.41
H  -5.53  -1.04  3.27
H  -2.77  -1.26  2.71
H  -3.91  -0.34  1.69
H  -2.55  1.32  2.30
H  -1.20  1.32  4.03
H  0.81  0.26  4.77

These are the Löwdin partial charges, in e, on atoms 1 to 2:
1. F 0.07
2. C -0.21


Computed, not measured: a single C35H33BO4 molecule at a distorted geometry, with ωB97M-V with the def2-TZVPD basis set.

Output
Kohn-Sham gap ... 3.0 eV
DFT total energy ... -1678.80966 Ha
Total charge ... 0
Relative energy (zero: lowest compared OMol25 entry of this formula, charge and spin) ... 1439.2 kJ/mol

Geometry (Å):
C  2.85  1.21  3.42
C  1.54  0.77  2.96
C  0.37  0.83  3.70
C  -0.63  0.23  2.99
C  -0.07  -0.01  1.46
B  2.62  0.54  -2.74
C  -0.35  -1.55  1.18
C  0.34  -2.43  2.07
C  -0.65  -3.16  2.73
C  -1.87  -2.76  2.23
C  -3.23  -3.11  2.57
O  -1.71  -1.79  1.30
C  -0.65  1.28  0.90
C  0.10  2.26  0.32
C  -0.83  3.25  -0.09
C  -2.08  2.83  0.30
C  -3.40  3.32  0.04
O  -1.98  1.63  0.96
C  3.47  0.96  -1.60
C  4.08  2.11  -1.08
C  4.82  1.73  0.07
C  4.61  0.38  0.20
C  5.16  -0.58  1.11
O  3.76  -0.09  -0.74
O  1.37  0.21  1.74
H  3.05  0.82  4.44
H  3.68  0.92  2.78
H  2.86  2.31  3.53
H  0.28  1.24  4.70
H  -1.63  -0.06  3.30
H  1.42  -2.46  2.20
H  -0.46  -3.87  3.53
H  -3.31  -4.19  2.58
H  -3.48  -2.76  3.57
H  -3.92  -2.69  1.85
H  1.18  2.26  0.15
H  -0.58  4.15  -0.65
H  -3.61  4.22  0.61
H  -3.48  3.60  -1.02
H  -4.16  2.57  0.26
H  4.01  3.10  -1.50
H  5.43  2.35  0.71
H  6.20  -0.75  0.79
H  5.14  -0.14  2.10
H  4.54  -1.49  1.12
C  0.00  -0.69  0.05
C  1.16  -1.16  -0.85
C  1.39  -0.53  -2.21
C  2.10  -1.31  -3.24
C  2.72  -2.52  -2.85
C  2.68  -2.94  -1.51
C  1.78  -2.36  -0.59
C  -1.19  -0.64  -0.85
C  -1.63  0.36  -1.67
C  -3.00  0.43  -2.15
C  -3.42  1.34  -3.15
C  -4.74  1.34  -3.59
C  -5.67  0.43  -3.04
C  -5.27  -0.43  -2.00
C  -3.96  -0.41  -1.55
H  2.49  1.25  -3.69
H  0.53  0.03  -2.58
H  1.87  -1.16  -4.32
H  3.20  -3.13  -3.61
H  3.24  -3.82  -1.17
H  1.56  -2.95  0.31
H  -1.62  -1.62  -1.09
H  -0.94  1.11  -2.07
H  -2.69  2.03  -3.59
H  -5.07  2.01  -4.39
H  -6.70  0.37  -3.41
H  -5.96  -1.13  -1.54
H  -3.64  -1.05  -0.73

These are the Löwdin partial charges, in e, on atoms 1 to 2:
1. C 0.01
2. C -0.26